No. 1
# C4H8NO3

A cluster of 2 separate species, C4H8NO3 in total in a non-equilibrium geometry (the ωB97M-V functional and the def2-TZVPD basis, OMol25).

Total charge: -1

```
16
Properties=species:S:1:pos:R:3:lowdin_charge:R:1
N 0.54856 1.71251 -0.50234 0.1318
H -1.77003 -2.46912 0.65160 0.0648
H 0.23957 1.40390 0.47195 0.0734
H -3.28828 -1.69422 0.77176 0.0624
C 1.50393 1.01254 -1.16518 -0.6135
C -1.72531 -0.28173 0.44095 -0.7598
H 3.29519 -0.05341 -1.01824 0.0699
H 2.91352 0.58307 0.52638 0.0616
H -2.16155 -1.57473 2.12901 0.0447
O -0.95697 0.40589 1.18373 -0.1318
C 2.44560 0.14907 -0.34684 -0.0252
O -2.08119 0.02998 -0.71418 -0.0701
O 1.63331 1.12237 -2.38056 -0.0235
H 1.90387 -0.76746 -0.07739 0.0814
H -0.26464 1.98432 -1.03356 0.0891
C -2.23558 -1.56298 1.06292 -0.0551
```

No. 2
# C4H8NO3

A cluster of 2 separate species, C4H8NO3 in total in a non-equilibrium geometry (the ωB97M-V functional and the def2-TZVPD basis, OMol25).

Total charge: -1

```
16
Properties=species:S:1:pos:R:3:lowdin_charge:R:1
N -1.85278 1.50201 0.01250 -0.0238
H -2.13082 2.09216 -0.76145 0.0481
H -1.67984 0.56723 -0.36968 0.0281
H 2.20171 -2.20656 -1.45271 0.0585
H -0.89587 2.90145 1.16705 0.0983
O 1.09201 -0.21562 -0.30170 -0.0865
C -0.61277 2.00175 0.60931 -0.2606
C 1.29569 -2.47100 -0.89980 -0.0495
C -0.03246 0.90410 1.52506 -0.3085
H 1.65638 -2.71616 0.10273 0.0611
H 0.78623 -3.31635 -1.35751 0.0519
C 0.45015 -1.19239 -0.78266 -0.7536
O -0.72950 -1.19845 -1.19213 -0.0769
H 0.19933 2.24995 -0.08476 0.1026
H -0.57520 -0.05491 1.45049 0.1134
O 0.82775 1.15279 2.33528 -0.0026
```

No. 3
# C4H8NO3

The ion C4H8NO3 with charge -1 in a non-equilibrium geometry (the ωB97M-V functional and the def2-TZVPD basis, OMol25).

Total charge: -1

```
16
Properties=species:S:1:pos:R:3:lowdin_charge:R:1
C -1.45512 -0.46862 -0.29543 -0.2046
O -2.43662 0.18756 -0.03617 0.0205
N 1.05571 -0.68659 -0.44955 -0.0456
C -0.09547 0.21640 -0.62455 -0.3238
H 1.96585 -1.86474 1.08491 0.0707
H 0.99643 -1.32235 -1.24616 0.0801
H -0.07656 1.28866 1.27934 0.1105
O 0.17259 -2.64571 0.63246 -0.3452
C 0.13426 1.47629 0.22773 -0.2275
H -0.10839 0.57045 -1.66065 0.1341
H 0.47615 -0.85562 1.54651 0.0856
C 0.93506 -1.56795 0.80237 -0.5291
H -0.59520 2.85012 -0.96609 0.0499
H 1.17312 1.78943 0.06412 0.1087
O -0.70327 2.59733 -0.06758 -0.0813
H -1.43853 -1.56465 -0.29125 0.0970
```

No. 4
# C4H8NO3

A cluster of 2 separate species, C4H8NO3 in total in a non-equilibrium geometry (the ωB97M-V functional and the def2-TZVPD basis, OMol25).

Total charge: -1

```
16
Properties=species:S:1:pos:R:3:lowdin_charge:R:1
H 2.41476 -0.57471 -0.86959 0.1177
H -2.36268 1.96119 1.00073 0.0476
C -2.62307 1.82251 -0.03935 -0.0584
H -3.47175 1.12590 -0.15521 0.0662
C 1.71207 -1.45547 0.76121 -0.6390
C 0.75118 -1.53167 1.95922 -0.0148
H -2.95431 2.86077 -0.26845 0.0619
O 2.57171 -2.28658 0.76909 -0.0031
H 0.98757 -2.33495 2.54980 0.0255
H -0.29564 -1.82889 1.70318 0.0901
H 0.64116 -0.06708 -0.49043 0.0786
O -1.26810 2.14215 -1.95784 -0.0501
N 1.61856 -0.48654 -0.17624 0.1202
O -0.91972 0.32808 -0.67798 -0.1280
C -1.51039 1.41369 -0.99641 -0.7623
H 0.66116 -0.69998 2.58934 0.0479
```

Respective relative energy (zero: lowest compared OMol25 entry of this formula, charge and spin) values: 45.4; 145.9; 387.1; 76.1 kJ/mol.
Respective highest occupied orbital energy values: -4.6; -4.7; -2.9; -4.8 eV.